[1]
Density functional theory data (ωB97M-V/def2-TZVPD) for a 2-piece molecular cluster, C4H5FO overall in a non-equilibrium geometry.

Last column: Löwdin charge in e.
Geometry (Å):
C1 1.61363 -2.86338 3.43396  0.025
C2 -0.34993 0.06677 -0.33589  -0.090
C3 -0.04544 0.12816 1.13212  -0.087
C4 0.44396 -1.04622 0.30613  -0.379
O1 1.10356 -1.85176 3.62557  -0.004
F1 0.04203 -2.29958 0.45161  0.024
H1 1.44274 -1.03757 -0.11380  0.140
H2 -1.37307 -0.21386 -0.64024  0.121
H3 0.10172 0.68083 -0.99247  0.054
H4 0.88729 0.53855 1.49285  0.098
H5 -0.80823 -0.09017 1.84356  0.097

spin multiplicity = 1
total charge = 0
molar mass = 88.08 g mol⁻¹
energy above the lowest of the compared OMol25 structures with the same formula, charge and spin = 24.98 kcal/mol
HOMO-LUMO gap = 11.18 eV
LUMO level = 1.22 eV

***

[2]
Density functional theory data (ωB97M-V/def2-TZVPD) for C5H7N5 in the gas phase in a non-equilibrium geometry.

Last column: Löwdin charge in e.
Geometry (Å):
C1 -0.70841 -0.70212 1.42814  -0.084
C2 -1.03856 0.55255 1.30463  -0.107
C3 2.21604 0.04597 -0.35547  -0.177
C4 -1.06558 1.69933 0.75996  0.031
C5 -0.03664 -0.02075 -1.34172  -0.182
N1 2.66780 -0.65554 0.65546  -0.010
N2 1.74579 -1.27579 1.29979  -0.040
N3 0.56900 -1.00786 0.76960  -0.069
N4 0.87920 -0.15057 -0.37436  -0.029
N5 -1.18914 -0.81789 -1.44429  0.098
H1 -1.20372 -1.52735 2.01291  0.131
H2 2.78252 0.74983 -0.83733  0.082
H3 -0.92937 2.52453 1.41100  0.069
H4 -1.44416 1.84019 -0.16247  0.028
H5 0.23021 0.43357 -2.27877  0.124
H6 -1.84911 -0.50573 -2.17380  0.109
H7 -1.62588 -1.18236 -0.67330  0.024

spin multiplicity = 1
total charge = 0
molar mass = 137.15 g mol⁻¹
energy above the lowest of the compared OMol25 structures with the same formula, charge and spin = 162.24 kcal/mol
HOMO-LUMO gap = 6.83 eV
LUMO level = 0.61 eV

***

[3]
Density functional theory data (ωB97M-V/def2-TZVPD) for C4H6N2O in the gas phase in a non-equilibrium geometry.

Last column: Löwdin charge in e.
Geometry (Å):
O1 0.79968 -0.11929 2.49931  0.091
C1 0.26713 -0.00990 1.42555  -0.504
N1 -0.28647 1.15842 0.86040  0.060
C2 -0.08547 1.01633 -0.57774  -0.154
C3 -0.66598 -0.37514 -0.61876  -0.244
C4 0.30641 -1.49644 -0.77940  -0.031
N2 -0.11205 -1.05279 0.54173  0.036
H1 -0.19713 2.03920 1.33521  0.133
H2 0.98228 1.06448 -0.84164  0.121
H3 -0.64140 1.72059 -1.20116  0.120
H4 -1.72617 -0.19418 -0.40150  0.152
H5 0.02724 -2.51703 -1.03934  0.107
H6 1.30582 -1.22730 -1.13001  0.113

spin multiplicity = 1
total charge = 0
structure (SMILES) = O=C1NC[C@H]2CN12
molar mass = 98.10 g mol⁻¹
energy above the lowest of the compared OMol25 structures with the same formula, charge and spin = 57.77 kcal/mol
HOMO-LUMO gap = 10.39 eV
LUMO level = 0.88 eV

***

[4]
Density functional theory data (ωB97M-V/def2-TZVPD) for a 4-piece molecular cluster, C47H76ClN6O11 overall.

Last column: Löwdin charge in e.
Geometry (Å):
C1 -0.08742 -4.16049 1.98373  0.011
C2 -0.27362 -2.91495 1.18181  -0.483
O1 0.64196 -2.15592 0.96880  0.083
N1 -1.59918 -2.64192 0.67663  0.036
C3 -1.89397 -1.21052 0.86982  -0.213
C4 -3.31423 -0.84259 0.44788  -0.143
C5 -3.37712 -0.12168 -0.90097  -0.143
C6 -3.20158 1.40213 -0.78689  -0.105
C7 -2.00780 1.81616 0.01462  -0.115
C8 -2.12788 2.34088 1.28473  -0.109
C9 -3.45609 2.60532 1.95436  -0.086
C10 -3.96110 4.02955 1.77255  -0.745
O2 -4.47293 4.67383 2.61883  0.109
Cl1 -3.74322 4.69191 0.12866  0.720
C11 -0.96907 2.63611 1.99761  -0.024
C12 -1.04555 3.21770 3.37617  -0.474
O3 -1.32404 4.36373 3.55533  0.203
O4 -0.81714 2.30415 4.34548  0.127
C13 0.27242 2.42170 1.44651  0.091
C14 0.38092 1.92008 0.17390  -0.117
C15 1.73831 1.71839 -0.43342  -0.081
C16 2.62513 0.80586 0.45376  -0.074
C17 3.54884 -0.09454 -0.34113  -0.470
O5 3.91645 -1.14740 0.11390  0.116
N2 3.84503 0.29226 -1.65376  0.110
C18 4.61733 1.47806 -1.91628  -0.258
C19 5.05553 2.34571 -0.93206  -0.042
C20 5.75152 3.50533 -1.28715  -0.062
C21 6.00509 3.77893 -2.62412  -0.085
C22 5.59513 2.89730 -3.61010  -0.073
C23 4.90137 1.75151 -3.25374  -0.027
N3 -0.75472 1.63492 -0.51291  0.123
C24 -0.62359 1.13746 -1.87286  -0.226
C25 -0.98597 1.96732 -2.91056  -0.009
C26 -0.88913 1.51440 -4.21262  -0.041
C27 -0.42486 0.23421 -4.46421  -0.048
C28 -0.03398 -0.57474 -3.41027  -0.043
C29 -0.13212 -0.13295 -2.10871  -0.029
H1 0.59969 -3.92816 2.79318  0.091
H2 -1.01644 -4.55479 2.37883  0.080
H3 0.39479 -4.92490 1.37690  0.095
H4 -1.53667 -2.82137 -0.32503  0.130
H5 -1.15590 -0.61271 0.33708  0.074
H6 -1.74013 -0.99628 1.92758  0.127
H7 -3.75728 -0.23900 1.23882  0.101
H8 -3.89455 -1.75930 0.37250  0.116
H9 -4.34798 -0.28905 -1.35268  0.092
H10 -2.65193 -0.53031 -1.60344  0.111
H11 -3.17854 1.87153 -1.76487  0.115
H12 -4.09893 1.77664 -0.30944  0.103
H13 -4.22743 1.91200 1.63625  0.122
H14 -3.34857 2.49627 3.03047  0.126
H15 -0.14927 2.62758 4.96694  0.145
H16 1.16929 2.65859 1.99675  0.152
H17 2.18237 2.71357 -0.45490  0.139
H18 1.67521 1.30970 -1.42860  0.099
H19 2.00441 0.12634 1.03669  0.114
H20 3.17824 1.40872 1.16785  0.116
H21 4.27302 -0.51220 -2.10033  0.143
H22 4.87106 2.16848 0.11756  0.105
H23 6.07317 4.18634 -0.51358  0.108
H24 6.51162 4.68968 -2.91342  0.106
H25 5.76185 3.07579 -4.66199  0.109
H26 4.54444 1.06114 -4.00633  0.115
H27 -1.34198 2.96639 -2.69778  0.135
H28 -1.18331 2.15312 -5.03076  0.117
H29 -0.36208 -0.11442 -5.48290  0.115
H30 0.34333 -1.56467 -3.61673  0.118
H31 0.18516 -0.77481 -1.29556  0.118
C30 -9.47480 -3.32525 -4.95638  -0.113
O6 -8.21018 -3.40364 -5.58761  -0.199
C31 -8.10122 -2.62548 -6.77384  -0.215
C32 -7.08322 -1.52282 -6.58856  -0.215
N4 -7.56417 -0.52552 -5.64062  -0.048
C33 -6.57301 0.46701 -5.25065  -0.200
C34 -5.36198 -0.01665 -4.46084  -0.223
O7 -5.67188 -0.49483 -3.16127  -0.213
C35 -6.01687 -1.87041 -3.08781  -0.086
H32 -9.46331 -4.02214 -4.12042  0.088
H33 -9.68055 -2.31913 -4.57428  0.082
H34 -10.27751 -3.61383 -5.64049  0.090
H35 -9.07188 -2.21214 -7.05971  0.125
H36 -7.76487 -3.28661 -7.57713  0.124
H37 -6.89850 -1.03803 -7.55114  0.125
H38 -6.14519 -1.99446 -6.26153  0.107
H39 -7.89922 -0.99899 -4.81147  0.075
H40 -7.08354 1.21995 -4.64477  0.121
H41 -6.21608 0.97580 -6.15149  0.120
H42 -4.70342 0.84626 -4.31331  0.113
H43 -4.77809 -0.76571 -5.00847  0.111
H44 -5.50515 -2.45679 -3.85409  0.093
H45 -7.09382 -2.02602 -3.17715  0.078
H46 -5.71248 -2.23508 -2.10456  0.082
C36 -5.17862 -3.73917 7.93413  -0.109
O8 -4.21072 -3.64100 6.90475  -0.196
C37 -4.68692 -3.04192 5.70914  -0.221
C38 -3.97604 -1.73031 5.45599  -0.222
N5 -4.36642 -0.72587 6.43494  -0.044
C39 -3.58619 0.50368 6.38295  -0.195
C40 -2.10675 0.42119 6.74336  -0.239
O9 -1.85854 0.11312 8.09742  -0.171
C41 -1.79426 -1.26617 8.41647  -0.092
H47 -4.72176 -4.28655 8.75592  0.090
H48 -5.49071 -2.75425 8.29739  0.083
H49 -6.06169 -4.28828 7.59539  0.089
H50 -5.76933 -2.89250 5.74945  0.124
H51 -4.47033 -3.72765 4.88408  0.120
H52 -4.23909 -1.36903 4.45573  0.115
H53 -2.89513 -1.93423 5.46976  0.106
H54 -4.28688 -1.12375 7.36216  0.078
H55 -4.05193 1.21735 7.06630  0.124
H56 -3.67551 0.92688 5.37528  0.105
H57 -1.68327 1.41472 6.58193  0.102
H58 -1.55885 -0.26598 6.08499  0.110
H59 -1.40956 -1.85615 7.58015  0.089
H60 -2.76869 -1.66262 8.71387  0.075
H61 -1.11742 -1.37564 9.26304  0.090
C42 12.84072 1.71514 -0.70940  -0.116
O10 12.39836 0.40553 -1.00806  -0.197
C43 12.02411 -0.35938 0.13129  -0.218
C44 10.54565 -0.67484 0.09490  -0.215
N6 9.75147 0.53061 0.29659  -0.048
C45 8.32053 0.35392 0.08094  -0.199
C46 7.85404 0.02544 -1.33427  -0.217
O11 8.01561 1.08760 -2.25965  -0.193
C47 9.26945 1.13352 -2.92307  -0.084
H62 13.17641 2.16423 -1.64226  0.088
H63 12.03878 2.33287 -0.28975  0.081
H64 13.67925 1.69995 -0.00704  0.089
H65 12.28512 0.16437 1.05496  0.123
H66 12.58717 -1.29641 0.10257  0.123
H67 10.31185 -1.39061 0.88810  0.124
H68 10.33627 -1.15846 -0.86957  0.109
H69 10.09002 1.25053 -0.32942  0.075
H70 7.83021 1.28553 0.37901  0.111
H71 7.95847 -0.42665 0.75753  0.121
H72 6.77191 -0.13964 -1.28756  0.101
H73 8.28728 -0.91974 -1.68410  0.116
H74 9.68999 0.13485 -3.06008  0.091
H75 9.99070 1.75819 -2.38893  0.076
H76 9.10686 1.58506 -3.90227  0.087

spin multiplicity = 1
total charge = +1
molar mass = 936.61 g mol⁻¹
HOMO-LUMO gap = 6.29 eV
LUMO level = -3.73 eV